[1]
A structure of composition ClH40NaO20 at a distorted geometry, computed with ωB97M-V/def2-TZVPD.

Geometry (Å):
Na1 0.1371 4.2000 0.4460
Cl1 -0.0748 0.0397 -0.2718
O1 -1.8676 2.8913 3.9366
H1 -1.3335 3.2902 3.2497
H2 -1.3388 2.9740 4.7302
O2 -0.7167 -1.2073 -4.9127
H3 -1.6531 -1.3663 -5.0312
H4 -0.4474 -0.7534 -5.7113
O3 1.7800 1.9380 -4.9449
H5 0.9395 2.0665 -5.3845
H6 1.6592 1.1445 -4.4234
O4 2.2830 3.8964 1.3767
H7 2.8758 4.5839 1.0730
H8 2.7594 3.4649 2.0860
O5 -2.0007 -1.5478 -2.2718
H9 -1.4865 -1.7009 -3.0646
H10 -1.4195 -1.0435 -1.7025
O6 0.8401 -3.5086 2.1700
H11 1.1026 -2.9626 1.4290
H12 1.6555 -3.9051 2.4768
O7 1.6347 1.0531 3.4896
H13 2.3894 0.9950 2.9037
H14 1.1284 0.2613 3.3082
O8 -0.1321 -1.1670 3.4294
H15 0.4031 -1.9363 3.2344
H16 -0.8108 -1.4907 4.0217
O9 -3.8491 -2.8493 2.7280
H17 -4.5282 -2.3632 2.2603
H18 -3.1996 -3.0600 2.0572
O10 -3.0581 1.1021 -1.1603
H19 -2.2686 0.7448 -0.7537
H20 -3.3806 0.3956 -1.7198
O11 4.8031 0.0985 -0.7605
H21 5.0946 0.7747 -0.1489
H22 5.2993 -0.6810 -0.5108
O12 -4.4491 3.0092 0.3746
H23 -4.1619 3.2273 1.2613
H24 -3.7939 2.3885 0.0559
O13 1.4466 -3.5444 -0.7290
H25 1.2699 -4.1507 -1.4482
H26 0.8382 -2.8192 -0.8714
O14 2.7015 -1.1747 1.0099
H27 3.3289 -1.0713 0.2944
H28 1.9079 -0.7399 0.6979
O15 1.3454 -0.2211 -3.1864
H29 0.6815 -0.6796 -3.7013
H30 1.0186 -0.2565 -2.2874
O16 -0.4816 2.3820 1.8320
H31 -0.2935 1.6468 1.2486
H32 -0.2423 2.0648 2.7028
O17 -3.0503 0.4816 2.8109
H33 -2.6446 1.2603 3.1920
H34 -2.3167 -0.0250 2.4623
O18 -1.7015 -3.0120 1.0272
H35 -1.0900 -3.5031 1.5760
H36 -1.2611 -2.1778 0.8646
O19 3.6279 -1.9564 -3.5685
H37 3.4978 -2.0427 -2.6241
H38 2.9281 -1.3691 -3.8544
O20 -0.6976 3.0105 -2.1721
H39 -0.2067 2.4288 -2.7525
H40 -1.4208 2.4729 -1.8493

Atomic forces in eV per Å
-0.07 -0.77 -0.14
0.08 -0.09 0.14
-0.19 0.21 0.44
-0.26 0.18 -0.22
-0.02 -0.02 0.44
0.15 -0.07 0.00
-0.37 -0.03 -0.04
0.17 0.09 -0.30
0.05 0.49 -0.37
-0.15 0.16 -0.18
0.09 -0.44 0.64
-0.31 0.37 -0.35
0.36 0.18 -0.10
-0.14 -0.29 0.31
-0.64 -0.29 -0.31
0.19 -0.04 -0.03
0.44 0.23 0.46
-0.31 0.05 0.71
0.43 0.06 -0.57
0.22 -0.18 -0.02
0.21 0.92 0.13
0.20 -0.22 -0.19
-0.53 -0.77 0.16
-0.03 0.72 -0.01
0.24 -0.71 -0.33
-0.35 0.05 0.17
-0.48 -0.14 0.64
-0.14 0.19 0.00
0.48 0.06 -0.46
0.03 0.72 -0.13
0.47 -0.40 0.37
-0.13 -0.31 -0.19
-0.30 -0.09 -0.13
0.06 0.19 0.16
0.36 -0.23 -0.06
-0.13 0.68 0.09
-0.10 -0.06 0.31
0.05 -0.60 -0.34
0.37 0.06 0.09
-0.08 -0.23 -0.15
-0.31 0.33 -0.10
0.14 -0.33 0.77
0.16 0.21 -0.32
-0.56 0.33 -0.32
0.42 0.10 -0.57
-0.50 -0.31 -0.21
-0.15 0.23 0.82
0.02 1.18 -0.46
0.08 -0.89 -0.71
0.49 -0.41 0.26
-0.34 -0.17 -0.14
0.13 0.39 0.23
0.18 -0.31 -0.10
-0.32 -0.26 -0.37
0.39 -0.26 0.20
0.07 0.48 -0.07
0.49 -0.46 -0.31
-0.15 0.03 0.20
-0.20 0.30 0.21
0.25 0.74 0.42
0.37 -0.19 -0.12
-0.61 -0.40 0.05

- Orbital gap: 0.3137 Eh
- Highest occupied orbital energy: -9.89 eV
- Maximum force: 1.3 eV/Å
- Charge: 0

These are the natural (NBO) partial charges, in e, on atoms 1 to 8: 0.98, -0.90, -0.94, 0.47, 0.48, -0.97, 0.49, 0.49

---

[2]
A structure of composition C46H45F5GeIrN6O9S3, computed with ωB97M-V/def2-TZVPD.

Geometry (Å):
Ir1 0.3719 -0.1615 -0.4286
C1 1.8818 -4.2641 -6.5247
C2 0.9351 -3.4170 -5.7213
C3 0.8278 -2.0465 -5.9477
C4 -0.0465 -1.2679 -5.2101
C5 -0.8112 -1.8625 -4.2171
C6 -0.7523 -3.2311 -3.9999
C7 0.1238 -3.9976 -4.7490
S1 -1.9550 -0.8789 -3.3155
O1 -2.7982 -1.7593 -2.5560
O2 -2.5730 0.0162 -4.2570
N1 -1.0250 0.0214 -2.2783
C8 -1.4665 1.2499 -1.8931
C9 -2.3058 2.1934 -2.5182
C10 -2.5463 3.3796 -1.8727
C11 -1.9535 3.6624 -0.6386
C12 -1.1044 2.7341 -0.1082
N2 -0.8904 1.5434 -0.7059
H1 2.5208 -3.6522 -7.1594
H2 1.3314 -4.9563 -7.1643
H3 2.5186 -4.8610 -5.8708
H4 1.4331 -1.5840 -6.7180
H5 -0.1443 -0.2096 -5.4086
H6 -1.3977 -3.6998 -3.2719
H7 0.1693 -5.0666 -4.5773
H8 -2.7433 1.9728 -3.4744
H9 -3.1928 4.1105 -2.3415
H10 -2.1192 4.5958 -0.1219
H11 -0.5865 2.9258 0.8157
C13 -2.8985 -6.3777 4.8198
C14 -3.7638 -6.7671 3.6361
S2 -3.4290 -5.8456 2.1583
O3 -2.0015 -5.8063 1.9200
O4 -4.2867 -6.3608 1.1187
C15 -3.9747 -4.1802 2.5173
C16 -4.1921 -3.3721 1.2414
N3 -2.9642 -2.9469 0.5447
C17 -2.2710 -1.8205 0.8130
N4 -1.1892 -1.7490 0.0406
C18 -1.1414 -2.9000 -0.6929
C19 -2.2306 -3.6394 -0.3947
N5 -2.7108 -4.7236 -1.2079
O5 -3.9060 -4.8593 -1.3327
O6 -1.8542 -5.3842 -1.7677
C20 -2.6644 -0.8337 1.8482
H12 -3.1057 -7.0479 5.6535
H13 -3.0797 -5.3599 5.1599
H14 -1.8410 -6.4679 4.5751
H15 -4.8311 -6.6359 3.8218
H16 -3.6094 -7.7991 3.3123
H17 -3.2957 -3.7050 3.2293
H18 -4.9405 -4.2845 3.0161
H19 -4.7293 -2.4627 1.5012
H20 -4.7886 -3.9316 0.5274
H21 -0.3986 -3.0886 -1.4485
H22 -3.6853 -0.4843 1.6899
H23 -1.9945 0.0214 1.7891
H24 -2.6012 -1.2648 2.8543
C21 6.5308 0.4606 0.6190
C22 6.1053 1.3897 -0.3184
C23 4.7631 1.7370 -0.3987
C24 3.8244 1.1624 0.4560
C25 4.2743 0.2545 1.4180
C26 5.6133 -0.1030 1.4947
Ge1 1.9425 1.6994 0.3495
C27 1.4908 2.1789 2.2206
C28 2.5377 2.7095 2.9782
C29 2.3456 3.1014 4.2977
C30 1.1032 2.9561 4.8947
C31 0.0537 2.4145 4.1656
C32 0.2516 2.0344 2.8474
C33 1.8318 3.3977 -0.6324
C34 2.3847 4.5094 0.0050
C35 2.3601 5.7630 -0.5922
C36 1.7766 5.9260 -1.8396
C37 1.2169 4.8310 -2.4820
C38 1.2459 3.5809 -1.8819
H25 7.5761 0.1862 0.6774
H26 6.8197 1.8478 -0.9905
H27 4.4484 2.4661 -1.1354
H28 3.5934 -0.1576 2.1546
H29 5.9400 -0.8093 2.2473
H30 3.5283 2.8036 2.5476
H31 3.1761 3.5068 4.8616
H32 0.9559 3.2412 5.9279
H33 -0.9114 2.2608 4.6319
H34 -0.5759 1.5692 2.3266
H35 2.8353 4.4106 0.9853
H36 2.7960 6.6106 -0.0789
H37 1.7546 6.9022 -2.3068
H38 0.7497 4.9476 -3.4522
H39 0.7803 2.7545 -2.3956
F1 3.0112 -0.9336 -1.3316
C39 1.7946 -0.5809 -1.8541
F2 1.3261 -1.7341 -2.4308
C40 2.1939 0.3532 -3.0305
F3 2.9934 1.3221 -2.5743
F4 2.8768 -0.3533 -3.9337
F5 1.1618 0.9203 -3.6478
N6 1.5164 -1.6717 0.5891
C41 1.0141 -2.0248 1.9126
C42 1.0371 -1.0520 2.8888
C43 0.3601 -1.2532 4.0801
C44 -0.3056 -2.4438 4.2890
C45 -0.2024 -3.4761 3.3589
C46 0.4416 -3.2676 2.1521
S3 -1.5017 -2.5593 5.6163
O7 -1.3169 -1.3565 6.3970
O8 -1.2219 -3.8104 6.2894
O9 -2.7470 -2.5820 4.8335
H40 1.4678 -2.5014 -0.0036
H41 2.5036 -1.4167 0.6074
H42 1.5253 -0.1121 2.7063
H43 0.3030 -0.4770 4.8313
H44 -0.6855 -4.4230 3.5492
H45 0.4337 -4.0464 1.3952

Atomic forces in eV per Å
-0.03 -0.08 0.62
0.00 0.00 0.00
-0.01 0.02 0.01
-0.01 -0.02 0.00
-0.05 -0.01 -0.01
-0.04 -0.03 -0.06
-0.03 0.01 -0.05
0.01 0.00 0.01
0.12 0.01 -0.05
-0.09 0.04 -0.04
-0.02 0.05 0.03
-0.13 -0.06 -0.17
0.03 -0.04 0.10
-0.08 -0.05 0.01
0.01 0.02 0.01
-0.02 -0.02 -0.01
-0.06 -0.10 0.09
0.19 -0.02 -0.25
0.00 0.00 0.00
0.00 0.00 0.00
0.00 0.00 0.00
0.00 0.00 0.01
-0.01 -0.02 0.00
0.02 0.02 -0.09
0.00 0.00 0.00
-0.01 -0.02 -0.02
0.00 0.00 0.00
0.00 0.00 -0.01
0.05 0.01 0.01
0.07 -0.02 0.05
-0.02 0.04 0.03
0.03 0.09 -0.11
-0.02 0.02 -0.01
-0.02 -0.01 0.04
0.01 -0.02 0.01
0.02 0.01 -0.05
0.07 -0.13 0.14
-0.12 0.07 -0.09
0.07 0.21 0.10
0.06 0.03 0.02
-0.10 0.02 0.02
-0.03 -0.08 0.14
0.03 0.02 -0.01
0.02 0.00 -0.01
0.03 -0.02 0.01
-0.01 0.01 0.01
0.02 0.08 -0.01
-0.01 0.01 -0.01
0.00 -0.03 0.00
0.03 0.01 0.01
0.08 -0.02 0.00
-0.03 0.02 -0.06
0.00 0.01 -0.01
0.00 -0.01 -0.02
-0.03 -0.01 0.05
0.00 0.02 -0.01
0.02 0.01 0.01
-0.01 -0.03 -0.02
0.00 -0.01 0.01
-0.02 0.01 0.00
0.02 0.00 0.01
0.03 0.06 0.04
0.01 0.03 -0.04
0.01 0.00 0.00
-0.01 -0.08 -0.03
0.02 -0.05 0.04
0.00 0.00 0.02
0.00 0.00 -0.01
0.01 -0.01 -0.01
-0.01 0.00 0.02
0.02 -0.01 -0.01
0.02 0.02 -0.03
0.01 0.00 -0.01
0.01 -0.01 0.00
0.00 0.00 0.01
0.00 0.00 0.00
-0.01 0.07 0.02
0.00 0.00 0.00
0.00 0.00 0.00
0.04 0.00 0.05
-0.06 -0.03 0.01
0.00 0.00 0.00
-0.01 -0.01 0.01
0.00 0.00 0.00
0.00 0.00 0.00
0.01 0.00 0.00
-0.02 -0.02 -0.02
0.00 0.00 -0.01
0.00 0.00 0.00
0.00 0.00 0.00
0.00 0.00 0.01
0.01 -0.03 -0.03
0.00 -0.01 -0.11
0.00 0.16 -0.02
0.14 0.05 0.09
0.01 -0.01 0.00
-0.12 -0.07 -0.12
0.03 0.04 0.02
0.06 0.01 0.04
-0.11 -0.27 -0.33
0.02 0.09 -0.01
-0.03 0.01 -0.01
0.06 0.00 0.05
-0.03 -0.01 -0.05
-0.07 0.06 -0.02
0.00 0.00 -0.04
0.09 -0.24 0.07
-0.03 0.04 -0.02
-0.07 0.01 -0.05
-0.08 0.07 0.03
0.07 0.00 0.04
-0.03 0.11 0.10
0.06 0.10 -0.02
-0.01 0.00 0.00
-0.06 -0.06 -0.01
0.03 0.03 0.03

- Orbital gap (spin up / spin down): 0.2653 / 0.2168 Eh
- Highest occupied orbital energy (spin up / spin down): -8.63 / -8.63 eV
- Multiplicity: 2
- Maximum force: 0.6 eV/Å
- Charge: 0

These are the Löwdin partial charges, in e, on atoms 1 to 8: 1.32, -0.04, -0.25, -0.03, -0.06, -0.29, -0.06, -0.01

---

[3]
An isolated molecule of C9H16O2 at a distorted geometry, computed with ωB97M-V/def2-TZVPD.

Geometry (Å):
C1 -0.5075 -0.5661 2.6600
C2 -0.9653 -1.3275 1.2999
C3 -2.1835 -0.6246 0.5454
C4 -1.9045 0.8551 0.0003
C5 -0.3666 1.2487 -0.1822
C6 0.4494 0.3447 -1.2284
C7 1.8880 0.2066 -0.4785
C8 2.6307 -0.5554 -1.7034
O1 2.2772 0.3356 -2.8122
C9 1.0188 0.9876 -2.5702
O2 0.5470 1.8455 -3.3255
H1 0.5831 -0.2182 2.5871
H2 -1.2179 0.3306 2.7644
H3 -0.5618 -1.2446 3.5741
H4 -1.3605 -2.3514 1.6600
H5 -0.0745 -1.5874 0.6219
H6 -2.5828 -1.3024 -0.2865
H7 -3.0363 -0.5398 1.3180
H8 -2.3590 1.6115 0.7399
H9 -2.4255 1.0215 -1.0080
H10 -0.3574 2.3186 -0.6170
H11 0.1568 1.3533 0.8376
H12 0.0712 -0.7338 -1.3684
H13 1.9002 -0.3037 0.5432
H14 2.5262 1.1454 -0.3876
H15 3.7435 -0.6681 -1.4995
H16 2.1110 -1.5815 -1.6842

Atomic forces in eV per Å
0.00 0.14 -0.84
-0.30 -1.09 0.85
-0.18 0.08 0.40
0.18 0.42 0.05
-1.07 1.10 -1.07
2.09 0.99 2.51
1.24 -1.10 -1.68
-1.13 0.10 2.69
-1.21 0.04 0.58
-0.79 0.22 -0.95
1.82 -2.89 2.56
-1.65 -0.26 0.11
1.28 -1.22 0.23
-0.14 0.94 -1.27
0.56 1.46 -0.75
-1.33 0.65 0.96
0.72 0.91 1.10
1.23 -0.24 -1.19
0.66 -1.08 -1.15
0.65 -0.31 1.47
-0.05 -1.54 0.65
-0.71 -0.59 -1.67
0.34 1.83 -0.04
-0.25 0.39 -1.61
-1.52 -0.63 0.01
-1.40 0.39 -1.01
0.97 1.31 -0.96

- Orbital gap: 0.4032 Eh
- Highest occupied orbital energy: -10.16 eV
- SMILES: CCCCC[C@@H]1CCOC1=O
- Maximum force: 4.3 eV/Å
- Charge: 0

These are the natural (NBO) partial charges, in e, on atoms 1 to 8: -0.63, -0.42, -0.42, -0.41, -0.41, -0.35, -0.42, -0.09

---

Computed E_tot, in the same sequence as the records: -2151.39654 -6660.64189 -502.92268 Ha.
Computed ΔE to the lowest compared entry with this formula, charge and spin, in the same sequence as the records: 0.000 0.250 1.080 eV.